[1]
{"formula": "C7H21N4OP", "method": "ωB97M-V/def2-TZVPD", "e_tot_ha": -914.67875, "e_homo_ev": [-8.128, -7.609], "de_lowest_kcal_mol": 73.0, "homo_lumo_gap_ev": [8.768, 7.208], "molar_mass_g_mol": 208.25, "total_charge": 0, "lumo_ev": [0.640, -0.401], "elements": ["C", "C", "C", "C", "C", "C", "C", "N", "N", "N", "N", "O", "P", "H", "H", "H", "H", "H", "H", "H", "H", "H", "H", "H", "H", "H", "H", "H", "H", "H", "H", "H", "H", "H"], "coordinates": [[0.428, -2.217, -0.365], [-1.812, -1.922, -0.893], [1.411, 0.605, -1.677], [1.453, 2.155, 0.231], [1.158, -0.534, 2.242], [-1.188, 0.351, 2.755], [-1.502, 1.344, -2.607], [-1.745, 1.250, 0.036], [-0.556, -1.247, -0.611], [1.035, 0.818, -0.289], [-0.188, -0.146, 1.848], [-0.870, 2.547, -2.440], [-0.503, 0.275, 0.197], [0.310, -2.940, -1.065], [1.564, -1.932, -0.348], [0.249, -2.812, 0.491], [-1.993, -1.813, -2.100], [-1.658, -2.976, -0.497], [-2.596, -1.384, -0.381], [0.785, 1.145, -2.510], [2.421, 0.836, -1.756], [1.449, -0.390, -1.971], [1.612, 2.917, -0.484], [0.656, 2.490, 0.720], [2.420, 2.166, 0.848], [0.907, -1.323, 2.962], [1.695, -0.935, 1.485], [1.797, 0.350, 2.720], [-1.561, -0.556, 3.187], [-0.954, 1.173, 3.571], [-1.946, 0.589, 2.100], [-0.974, 0.731, -3.258], [-2.621, 1.181, -2.557], [-1.154, 3.167, -1.766]], "nbo_charge": [-0.405, -0.400, -0.404, -0.398, -0.386, -0.407, 0.051, -1.068, -0.808, -0.813, -0.782, -0.699, 2.158, 0.192, 0.204, 0.171, 0.185, 0.196, 0.224, 0.188, 0.193, 0.198, 0.198, 0.205, 0.187, 0.194, 0.207, 0.170, 0.180, 0.182, 0.233, 0.153, 0.187, 0.514]}

***

[2]
{"formula": "C3H7O2", "method": "ωB97M-V/def2-TZVPD", "e_tot_ha": -268.92073, "e_homo_ev": -2.368, "de_lowest_kcal_mol": 74.9, "homo_lumo_gap_ev": 6.294, "molar_mass_g_mol": 75.09, "total_charge": -1, "lumo_ev": 3.926, "elements": ["C", "O", "H", "H", "H", "C", "C", "O", "H", "H", "H", "H"], "coordinates": [[0.631, -1.714, -2.011], [0.462, -2.882, -2.233], [0.810, -0.945, -2.782], [0.596, -1.312, -0.985], [-2.248, 0.883, -2.021], [0.267, 1.152, 2.691], [0.494, 0.483, 1.505], [-0.300, -0.054, 0.688], [1.156, 1.468, 3.227], [-0.697, 1.468, 3.063], [1.607, 0.357, 1.350], [-2.776, 1.097, -2.492]], "nbo_charge": [0.276, -0.545, 0.073, 0.181, 0.043, -0.775, 0.251, -0.820, 0.158, 0.164, 0.039, -0.045]}

***

[3]
{"formula": "C3H4N2O", "method": "ωB97M-V/def2-TZVPD", "e_tot_ha": -301.30931, "e_homo_ev": [-8.670, -8.670], "de_lowest_kcal_mol": 111.6, "homo_lumo_gap_ev": [8.520, 8.520], "molar_mass_g_mol": 84.08, "total_charge": 0, "lumo_ev": [-0.150, -0.150], "elements": ["O", "C", "N", "N", "C", "C", "H", "H", "H", "H"], "coordinates": [[-1.080, -0.607, 2.053], [-0.600, -0.362, 0.805], [-0.409, 0.998, 0.489], [0.028, 1.162, -0.667], [0.179, -0.635, -1.299], [-0.283, -1.244, -0.156], [-1.222, 0.248, 2.480], [0.174, 2.146, -0.898], [1.245, -0.645, -1.537], [-0.465, -0.574, -2.179]], "nbo_charge": [-0.666, 0.239, -0.119, -0.326, -0.292, -0.163, 0.480, 0.377, 0.235, 0.235]}

***

Number 1 is which compound?
C7H21N4OP